# 1
C44H58AsF3NO2S2SbTl | ωB97M-V/def2-TZVPD

Results
charge = -1
largest force on an atom = 0.61 eV/A
LUMO = 0.08400 Ha
ΔE to the lowest compared entry with this formula, charge and spin = 0.0 kJ/mol

```
113
Properties=species:S:1:pos:R:3:forces:R:3:mulliken_charge:R:1
Tl 1.365 1.207 0.692 -0.045 0.600 -0.068 1.357
Sb 2.257 -2.276 0.405 0.009 -0.006 -0.037 0.465
As -1.224 1.244 -1.357 0.033 -0.051 -0.048 1.859
S 3.651 0.960 -0.102 0.130 -0.160 0.008 -0.036
S 1.612 3.673 -0.064 0.077 -0.079 0.084 -0.475
F -0.130 0.487 5.296 -0.077 0.034 0.029 -0.301
F 1.610 -0.784 5.298 0.032 -0.024 -0.008 -0.320
F 0.418 -0.602 3.506 -0.010 -0.058 -0.023 -0.043
O 2.301 1.898 5.062 0.005 -0.004 -0.027 -0.680
O 1.892 1.545 2.885 -0.122 -0.095 0.129 -0.353
N -0.717 0.822 0.382 -0.103 0.151 0.065 -0.040
C -1.623 1.498 2.576 -0.037 -0.059 0.067 -0.215
C -1.592 0.636 1.480 0.090 -0.291 -0.039 0.723
C -2.421 -0.493 1.504 0.002 0.063 0.021 0.184
C -4.100 0.462 -0.891 -0.025 0.007 -0.022 1.333
C -6.228 -2.553 -1.845 -0.014 -0.011 0.004 -1.771
C 1.795 1.305 4.129 0.035 0.096 -0.061 0.175
C 6.145 4.050 0.429 -0.004 -0.025 -0.003 -0.647
C -4.340 1.704 -0.076 -0.020 -0.013 0.016 -1.110
C -2.078 3.036 -1.635 -0.008 -0.070 -0.074 -0.444
C -2.769 -1.021 -2.263 -0.013 0.028 -0.014 0.354
C 3.948 5.004 0.297 0.013 0.016 -0.007 -0.731
C 2.916 -4.190 -2.051 0.079 0.005 0.016 -1.891
C 4.214 2.622 0.114 -0.139 0.091 0.002 -0.063
C -2.740 5.314 -1.176 -0.004 0.006 0.001 -0.901
C 0.943 -5.230 0.669 -0.003 0.012 0.036 -1.706
C -2.530 3.209 -2.956 -0.006 0.079 0.014 0.380
C 3.582 -4.174 2.572 0.049 -0.020 -0.009 -1.919
C -3.369 0.193 3.605 -0.022 -0.018 0.000 -0.982
C 0.621 -3.739 0.685 -0.067 -0.001 -0.019 2.161
C -5.059 -1.613 -1.729 0.026 -0.004 -0.013 0.672
C -1.512 -1.381 -3.012 -0.015 0.016 -0.003 -1.010
C 3.831 -2.847 1.861 -0.011 -0.107 0.058 2.082
C -3.857 6.785 -2.886 -0.011 0.011 -0.003 -1.623
C -2.509 1.280 3.622 0.056 0.032 -0.018 -1.456
C 3.361 3.746 0.124 0.061 -0.152 -0.043 0.696
C 3.790 -1.718 2.893 -0.020 -0.007 0.016 -1.744
C -0.032 -3.370 2.021 0.020 0.017 0.007 -1.837
C -2.877 0.160 -1.510 -0.001 -0.015 -0.006 0.748
C 5.224 -2.898 1.245 0.003 0.083 -0.007 -1.973
C -2.168 4.119 -0.752 0.027 -0.025 0.055 1.407
C -2.414 2.144 -4.020 -0.007 -0.015 0.017 -1.583
C 4.459 -2.263 -1.842 -0.033 0.088 -0.017 -1.726
C 5.588 2.792 0.283 0.029 0.047 -0.005 -0.725
C -3.114 4.416 -3.336 0.033 -0.014 -0.012 -1.060
C 0.911 0.093 4.548 0.087 -0.035 -0.021 0.986
C 3.017 -2.725 -1.636 0.014 -0.114 -0.065 1.904
C 5.315 5.163 0.436 -0.019 0.007 -0.002 -0.547
C -3.851 -1.890 -2.353 -0.027 0.008 -0.003 -1.278
C -3.310 -0.702 2.545 0.012 0.018 0.002 -0.940
C -1.706 4.042 0.673 0.025 0.055 -0.005 -0.884
C -3.235 5.482 -2.460 0.013 -0.018 0.011 0.680
C -5.163 -0.431 -1.015 -0.004 0.024 0.012 -1.074
C 2.129 -1.885 -2.557 -0.024 -0.023 -0.021 -1.742
C -0.402 -3.426 -0.410 -0.015 -0.017 0.023 -1.852
H 1.595 -5.518 1.490 0.018 -0.015 0.020 0.315
H 3.694 -5.024 1.896 -0.020 -0.013 -0.014 0.370
H 4.624 -1.240 -1.497 -0.007 -0.035 0.001 0.077
H 4.326 -4.289 3.371 -0.006 0.002 -0.012 0.485
H -4.526 2.566 -0.719 -0.005 0.002 0.007 0.326
H 2.857 -1.734 3.457 -0.032 0.033 -0.003 0.211
H -6.874 -2.272 -2.681 0.008 0.001 0.005 0.299
H 0.007 -5.792 0.789 0.007 0.015 -0.016 0.479
H -3.492 1.942 0.563 -0.029 0.000 -0.032 -0.354
H -0.641 -1.367 -2.363 -0.013 0.039 0.004 -0.469
H -6.096 -0.197 -0.511 0.010 -0.002 -0.005 0.403
H 5.485 -1.968 0.738 -0.009 -0.008 -0.006 0.304
H 5.730 6.156 0.565 -0.009 -0.009 -0.002 0.339
H -2.360 -1.199 0.685 -0.023 0.007 0.040 0.326
H -4.055 0.027 4.427 0.001 0.000 -0.009 0.373
H 5.334 -3.727 0.545 -0.001 -0.002 0.001 0.344
H -3.462 4.526 -4.359 -0.003 0.002 0.007 0.295
H -3.134 1.337 -3.868 0.008 -0.016 0.016 0.263
H 6.222 1.914 0.301 -0.007 0.002 -0.003 0.397
H 2.507 -1.953 -3.586 -0.011 -0.001 0.017 0.621
H -0.476 -2.374 1.984 0.037 0.008 0.021 0.191
H -3.742 -2.807 -2.925 -0.005 0.001 0.006 0.350
H -2.791 6.139 -0.471 -0.003 -0.007 -0.006 0.446
H 2.120 -0.828 -2.277 0.017 -0.019 -0.010 0.160
H 5.952 -3.048 2.053 -0.005 0.003 -0.012 0.541
H -1.418 1.698 -4.038 0.010 -0.007 0.008 0.266
H -0.861 3.370 0.784 -0.049 0.011 -0.001 -0.867
H -3.950 -1.577 2.534 0.006 0.003 -0.005 0.454
H -6.838 -2.537 -0.940 0.007 0.002 -0.009 0.391
H -3.161 7.615 -2.749 -0.002 -0.009 0.001 0.350
H -5.896 -3.578 -2.015 0.003 0.007 0.001 0.400
H -0.057 -3.699 -1.410 0.017 -0.012 0.023 0.257
H -1.312 -0.669 -3.815 -0.013 0.008 -0.021 0.310
H -0.662 -2.363 -0.412 0.016 -0.031 -0.014 -0.005
H -1.598 -2.376 -3.450 0.000 0.009 0.016 0.429
H -2.507 3.687 1.326 -0.008 0.007 -0.020 0.354
H 3.896 -0.730 2.438 0.017 -0.020 0.006 0.306
H 1.894 -4.564 -2.018 -0.029 0.013 -0.002 0.336
H 4.671 -2.282 -2.919 0.000 0.007 0.016 0.543
H 3.267 -4.296 -3.086 0.011 -0.003 0.020 0.479
H 4.608 -1.851 3.612 -0.019 -0.001 -0.002 0.524
H 1.403 -5.558 -0.261 0.024 0.006 -0.013 0.231
H 3.296 5.869 0.322 0.009 -0.004 -0.001 0.430
H -0.835 -4.085 2.238 -0.011 0.029 -0.007 0.531
H -2.504 1.956 4.468 -0.003 -0.005 -0.011 0.413
H 3.538 -4.836 -1.425 -0.026 0.003 0.007 0.296
H -1.392 5.023 1.031 -0.001 -0.003 -0.014 0.514
H -4.147 6.757 -3.936 0.003 -0.003 0.006 0.346
H -0.933 2.331 2.623 0.006 -0.016 0.005 0.880
H 1.102 -2.248 -2.566 0.025 0.007 0.008 0.180
H 0.659 -3.384 2.866 0.013 -0.040 -0.012 0.184
H -2.599 2.580 -5.002 -0.007 -0.006 0.009 0.481
H -4.749 7.006 -2.296 0.007 -0.003 -0.002 0.311
H 7.216 4.157 0.554 -0.007 -0.002 -0.001 0.350
H -1.326 -3.987 -0.218 0.011 0.010 0.006 0.624
H -5.208 1.562 0.570 0.003 -0.002 -0.010 0.481
H 2.599 -4.227 3.038 -0.005 0.008 -0.002 0.305
H 5.178 -2.917 -1.358 0.022 -0.017 0.009 0.343
```
Forces are in eV/Å.


# 2
C44H58KNO5S2Se | ωB97M-V/def2-TZVPD

Results
largest force on an atom = 2.71 eV/A
LUMO = 0.00392 Ha
ΔE to the lowest compared entry with this formula, charge and spin = 228.4 kJ/mol

```
112
Properties=species:S:1:pos:R:3:forces:R:3:mulliken_charge:R:1
Se -0.470 1.937 -1.601 0.334 1.707 -0.628 0.148
K 0.754 -0.661 0.561 1.260 -1.025 -0.932 0.697
S -1.898 0.136 2.803 -0.423 0.090 1.015 0.025
S 2.452 -2.036 3.437 0.064 0.103 0.876 -0.233
O 1.921 0.816 -0.482 1.929 1.632 -0.970 0.166
O 1.708 -1.826 2.169 0.787 -0.976 1.259 -0.376
O -1.226 -0.853 -0.406 -1.805 -0.188 -1.853 -0.420
O -0.115 -0.844 -2.268 0.125 -0.463 0.188 -0.616
O -0.532 0.079 2.228 -0.796 0.638 0.902 -0.143
N -1.178 -0.305 -1.463 -1.139 -1.168 0.483 0.086
C 1.580 3.750 -2.586 0.075 -0.031 0.101 0.397
C 2.811 0.738 3.371 -0.121 -0.043 -0.135 0.305
C 1.162 -2.031 4.760 0.177 0.080 -0.220 -0.840
C -1.355 3.481 -6.852 0.035 -0.083 0.006 -1.916
C -0.657 1.962 -4.528 0.030 0.006 0.045 -0.238
C -0.896 2.573 3.511 0.116 -0.108 -0.094 -0.186
C 2.304 1.834 -1.179 -0.186 0.134 -0.071 0.420
C 4.450 1.845 4.742 0.040 0.013 0.042 -0.715
C 4.823 1.390 -0.903 0.013 0.006 0.022 2.785
C 3.661 2.243 -1.415 -0.044 -0.134 -0.041 -0.663
C -2.957 1.995 4.621 -0.090 -0.092 -0.024 -0.528
C 4.266 -0.545 4.810 -0.039 -0.085 0.007 -0.690
C 1.311 -2.787 -3.552 -0.045 0.084 -0.045 -1.892
C 2.890 4.152 -2.780 -0.035 0.071 -0.102 -0.530
C 4.756 1.298 0.623 -0.005 -0.065 -0.039 -1.498
C -0.465 1.216 -3.384 0.090 -0.561 0.470 0.153
C -1.880 4.095 5.087 0.054 0.033 -0.012 -0.532
C 3.277 5.359 -3.630 0.041 0.052 -0.002 2.094
C 1.322 2.637 -1.804 -0.312 -0.151 0.274 -0.648
C 0.579 2.296 -7.866 -0.032 -0.024 0.039 -1.455
C -1.908 -1.046 4.226 0.062 0.229 -0.135 -0.917
C -0.973 -0.750 5.397 0.205 -0.016 -0.146 -1.106
C -1.928 1.679 3.745 -0.019 -0.033 -0.136 0.508
C 3.425 1.902 3.809 -0.004 0.003 -0.019 -0.791
C 3.225 -0.477 3.894 0.078 -0.165 -0.017 0.743
C -0.092 -0.137 -3.445 -0.155 0.705 -0.509 1.225
C -0.022 -2.992 -5.641 0.029 0.043 0.037 -1.754
C -0.870 3.783 4.188 -0.089 0.024 0.080 -0.748
C 0.932 -2.078 -4.859 -0.014 -0.085 -0.005 2.170
C 3.958 6.413 -2.742 -0.045 -0.036 -0.068 -1.773
C 4.714 -0.020 -1.508 -0.041 0.042 0.054 -1.799
C -1.713 1.267 -7.914 0.035 0.070 0.046 -1.757
C 0.508 -0.673 4.997 -0.154 -0.034 0.040 0.753
C -0.727 2.105 -7.083 -0.019 0.053 -0.084 2.060
C -2.925 3.205 5.297 -0.034 -0.033 0.016 -0.526
C 2.057 6.005 -4.292 0.091 -0.053 0.081 -2.064
C -0.445 1.379 -5.771 0.059 -0.059 -0.054 -0.374
C 4.879 0.622 5.238 -0.018 -0.002 0.023 -0.611
C 0.063 0.084 -5.797 -0.003 0.117 0.008 -0.035
C 2.236 -1.878 -5.648 -0.010 -0.005 0.008 -1.692
C 3.888 3.377 -2.173 -0.001 0.077 -0.079 -0.234
C 6.187 1.964 -1.287 -0.008 -0.015 0.022 -2.526
C 4.245 4.932 -4.744 -0.072 0.057 0.057 -1.600
C 0.278 -0.702 -4.667 0.011 -0.195 0.246 -1.248
H 4.913 3.691 -2.328 -0.020 -0.045 -0.007 0.382
H -0.959 2.996 -4.436 -0.031 -0.035 0.024 0.502
H -1.655 -1.988 3.735 -0.081 -0.025 -0.039 0.473
H -2.271 3.404 -6.264 0.004 0.041 0.001 0.414
H 1.640 -2.425 5.658 -0.016 -0.054 -0.015 0.466
H -1.257 0.199 5.851 -0.042 0.004 0.040 0.419
H 0.430 -3.092 -2.992 0.015 -0.001 0.056 0.308
H -0.663 4.154 -6.340 -0.034 0.016 0.022 0.163
H 4.592 -1.511 5.181 0.036 0.029 0.001 0.433
H 0.443 -3.968 -5.796 -0.019 -0.006 -0.014 0.467
H 4.213 7.305 -3.322 0.019 -0.012 -0.006 0.469
H -2.639 1.114 -7.357 -0.014 -0.014 -0.029 0.361
H 5.692 0.573 5.950 -0.003 0.017 -0.003 0.395
H 1.544 5.293 -4.942 -0.043 0.026 0.002 0.204
H 2.746 -2.836 -5.770 -0.017 -0.006 -0.006 0.494
H -0.125 2.311 2.798 0.012 0.010 0.022 0.393
H 3.290 6.707 -1.931 0.024 0.019 0.013 0.338
H 0.448 -2.770 4.390 0.053 -0.068 0.001 0.494
H 4.867 2.288 1.073 -0.002 -0.002 0.017 0.482
H 2.900 -1.203 -5.106 0.022 -0.001 -0.031 0.333
H 1.066 -0.132 5.762 0.005 -0.005 0.005 0.461
H -2.950 -1.101 4.550 -0.004 -0.036 -0.034 0.574
H 6.308 2.032 -2.370 0.025 -0.001 0.013 0.445
H 0.565 -0.092 4.084 0.050 0.101 -0.001 -0.732
H 1.297 2.867 -7.275 0.008 0.007 -0.018 0.163
H 2.064 -1.463 -6.642 0.019 -0.005 0.016 0.319
H 4.482 5.786 -5.384 0.034 -0.018 -0.010 0.492
H 4.876 6.019 -2.303 -0.003 0.012 0.030 0.324
H 1.352 6.374 -3.544 -0.042 -0.005 -0.042 0.371
H -1.859 5.036 5.621 -0.006 0.002 -0.014 0.383
H 3.772 -0.479 -1.215 -0.032 -0.016 -0.018 0.083
H 5.179 4.544 -4.336 0.012 -0.016 -0.012 0.304
H 5.538 -0.648 -1.157 0.008 0.010 -0.020 0.518
H -1.951 1.781 -8.848 0.004 -0.009 -0.004 0.474
H 1.888 -3.682 -3.791 -0.012 0.003 -0.029 0.541
H 3.794 4.150 -5.359 0.007 0.004 -0.018 0.273
H -0.947 -3.134 -5.079 -0.014 -0.034 -0.029 0.374
H 1.925 -2.146 -2.918 0.001 -0.026 0.025 0.230
H 0.311 -0.347 -6.759 -0.034 -0.012 0.005 0.419
H 5.548 0.650 1.012 0.013 0.023 -0.011 0.533
H -1.302 0.288 -8.161 -0.002 -0.012 -0.005 0.299
H 4.752 0.031 -2.599 0.030 -0.011 0.004 0.344
H 1.038 1.340 -8.123 0.001 0.003 0.001 0.285
H -0.064 4.482 4.007 -0.003 0.000 0.004 0.438
H 6.344 2.955 -0.855 0.005 0.004 -0.023 0.410
H 2.022 0.785 2.625 0.109 -0.059 0.088 0.225
H -0.278 -2.574 -6.616 0.012 0.001 0.005 0.282
H 3.105 2.855 3.407 0.022 -0.003 -0.019 0.554
H 0.748 4.275 -3.039 0.040 0.041 0.021 0.376
H 4.929 2.757 5.075 -0.004 0.001 -0.019 0.379
H -1.609 3.930 -7.813 0.017 0.019 -0.002 0.458
H -3.778 1.305 4.782 0.001 0.012 0.002 0.371
H 6.971 1.307 -0.902 0.002 -0.010 -0.007 0.453
H 3.794 0.885 0.911 -0.035 -0.003 0.069 -0.262
H -3.719 3.455 5.988 0.001 -0.013 -0.003 0.405
H -1.118 -1.523 6.159 -0.082 0.013 -0.009 0.409
H 0.384 2.839 -8.794 0.018 -0.008 -0.010 0.483
H 2.378 6.852 -4.901 -0.018 0.009 -0.010 0.490
```
Forces are in eV/Å.


no.,frontier orbital gap (eV)
1,7.172
2,6.380